No. 1
{"formula": "C24H40F6MgN5O4P2S2", "method": "ωB97M-V/def2-TZVPD", "elements": ["Mg", "C", "P", "C", "N", "C", "C", "C", "C", "C", "C", "N", "C", "P", "C", "C", "C", "C", "C", "C", "C", "C", "C", "H", "H", "H", "H", "H", "H", "H", "H", "H", "H", "H", "H", "H", "H", "H", "H", "H", "H", "H", "H", "H", "H", "H", "H", "H", "H", "H", "H", "F", "C", "F", "F", "S", "O", "O", "N", "S", "O", "O", "C", "F", "F", "F", "N", "C", "C", "C", "C", "N", "H", "H", "H", "H", "H", "H", "H", "H", "H", "H", "H", "H"], "positions_angstrom": [[0.245579, 0.744298, 0.289880], [2.542118, -1.850655, 2.271320], [1.501561, -1.675113, 0.780759], [0.179514, -2.918643, 1.089186], [0.532793, -4.182312, 1.080057], [-0.435277, -5.119472, 1.208829], [-0.090735, -6.491934, 1.201253], [-1.074372, -7.430457, 1.295269], [-2.436051, -7.049236, 1.397580], [-2.794727, -5.734548, 1.410780], [-1.793074, -4.738882, 1.322454], [-2.139696, -3.431339, 1.360151], [-1.185332, -2.534073, 1.271170], [-1.702295, -0.773503, 1.389776], [-3.382072, -0.822932, 0.684736], [-2.014040, -0.493526, 3.206543], [-0.674100, -0.232793, 3.885262], [-2.711131, -1.672175, 3.884540], [-2.888400, 0.761390, 3.305959], [2.578338, -2.388146, -0.568586], [3.430397, -3.574891, -0.115682], [1.702890, -2.792771, -1.754817], [3.503695, -1.246636, -1.009592], [2.733396, -2.905102, 2.468831], [2.063375, -1.404507, 3.136152], [3.490663, -1.336991, 2.107871], [0.954476, -6.758954, 1.118084], [-0.821406, -8.482332, 1.290617], [-3.193948, -7.818114, 1.468138], [-3.825804, -5.417669, 1.494604], [-4.069326, -1.348188, 1.344867], [-3.376186, -1.355753, -0.263167], [-3.730371, 0.196639, 0.523103], [-0.017166, -1.098656, 3.802507], [-0.832042, -0.049430, 4.950712], [-0.174039, 0.643288, 3.467171], [-2.062784, -2.547522, 3.941433], [-3.628725, -1.966103, 3.374330], [-2.974638, -1.384881, 4.905183], [-2.487146, 1.586487, 2.716029], [-2.929146, 1.082606, 4.348954], [-3.910778, 0.568404, 2.979372], [2.814514, -4.410902, 0.210885], [4.113914, -3.302702, 0.689027], [4.043397, -3.901462, -0.959499], [1.039819, -3.623987, -1.510122], [2.341709, -3.108845, -2.582628], [1.100663, -1.952637, -2.102160], [4.143598, -0.896017, -0.196394], [2.947709, -0.387452, -1.385594], [4.154723, -1.608179, -1.808845], [3.268268, 3.047566, 3.540223], [3.065290, 2.044601, 2.712469], [2.315454, 1.117083, 3.304424], [4.222330, 1.499744, 2.359319], [2.249581, 2.666309, 1.170101], [2.346148, 1.569472, 0.212683], [2.838149, 3.920013, 0.876107], [0.707413, 2.619785, 1.640125], [-0.398066, 3.392623, 0.773244], [-1.381209, 2.354654, 0.504057], [0.100477, 4.161542, -0.316903], [-1.176428, 4.566921, 1.965399], [-1.490986, 3.926927, 3.084034], [-2.270694, 5.058340, 1.407206], [-0.316854, 5.533837, 2.225419], [-1.356899, -1.374382, -2.189832], [-1.232689, -1.308233, -3.658023], [-1.815790, -0.016869, -4.210213], [-1.035015, 1.273076, -3.956344], [-0.896990, 1.707328, -2.501302], [0.283061, 1.125554, -1.800088], [-1.185736, -2.322075, -1.874444], [-2.319528, -1.170945, -1.946488], [-1.732761, -2.152571, -4.140229], [-0.173165, -1.381156, -3.927727], [-2.836522, 0.097149, -3.826208], [-1.922889, -0.136898, -5.289677], [-1.543472, 2.075752, -4.494365], [-0.038126, 1.208095, -4.406714], [-1.798931, 1.469206, -1.934898], [-0.776458, 2.787592, -2.445616], [1.090444, 1.721948, -1.961697], [0.504165, 0.217146, -2.201697]], "atomic_forces_ev_per_a": [[-0.13, -0.48, 0.11], [0.05, -0.07, -0.03], [0.05, 0.26, -0.05], [-0.01, -0.06, -0.01], [-0.09, 0.00, 0.03], [0.00, 0.04, 0.00], [0.01, -0.03, 0.00], [0.04, -0.01, 0.00], [-0.05, 0.02, 0.00], [-0.03, -0.02, 0.01], [0.02, 0.03, 0.00], [0.03, -0.02, -0.01], [-0.05, -0.06, -0.04], [0.08, 0.13, -0.08], [-0.04, -0.01, -0.03], [-0.08, -0.04, 0.05], [0.03, 0.04, 0.01], [0.01, -0.01, -0.01], [-0.03, 0.02, 0.00], [0.04, -0.03, -0.06], [0.00, -0.05, -0.02], [0.03, -0.01, 0.03], [0.06, 0.00, 0.06], [-0.01, 0.01, 0.00], [-0.07, 0.05, 0.06], [-0.02, 0.01, 0.00], [-0.01, 0.00, 0.00], [0.01, 0.01, 0.00], [0.00, 0.01, 0.00], [0.01, -0.01, 0.00], [0.00, 0.01, 0.01], [0.02, 0.00, 0.01], [0.00, 0.00, -0.01], [0.10, -0.06, -0.02], [0.00, 0.01, -0.01], [0.03, 0.00, 0.00], [-0.01, 0.01, 0.01], [0.01, 0.00, 0.02], [0.01, 0.01, 0.00], [0.00, 0.00, 0.01], [-0.01, 0.00, 0.00], [0.01, 0.01, 0.00], [0.05, 0.04, 0.00], [-0.01, -0.01, -0.02], [-0.01, 0.00, -0.01], [0.00, 0.00, 0.01], [0.01, 0.00, 0.02], [-0.04, 0.01, 0.00], [-0.02, 0.01, -0.02], [-0.02, 0.02, -0.02], [0.00, 0.01, 0.02], [-0.02, 0.00, 0.06], [0.00, 0.01, -0.07], [-0.01, -0.03, 0.01], [0.06, 0.02, 0.01], [-0.29, 0.03, 0.26], [0.22, -0.21, -0.09], [0.03, 0.08, -0.10], [0.09, 0.20, -0.24], [0.13, 0.03, 0.31], [-0.13, 0.08, -0.09], [0.00, 0.09, -0.08], [0.02, -0.08, -0.03], [-0.02, 0.01, 0.01], [0.00, 0.03, 0.01], [-0.02, 0.01, 0.03], [0.02, 0.08, 0.00], [0.05, -0.02, 0.00], [-0.03, 0.04, -0.05], [0.00, 0.03, -0.02], [0.04, 0.02, 0.03], [0.03, -0.04, 0.13], [0.04, -0.05, 0.04], [-0.02, 0.01, -0.02], [-0.01, -0.01, -0.02], [-0.01, -0.01, 0.02], [0.00, 0.02, 0.01], [0.01, 0.00, -0.02], [-0.02, -0.01, 0.00], [0.00, -0.03, 0.01], [0.03, -0.06, -0.03], [-0.02, 0.02, 0.03], [0.02, -0.03, -0.10], [-0.12, 0.01, -0.03]], "e_tot_ev": -103173.740, "fmax_ha_per_bohr": 0.0099, "de_lowest_kcal_mol": 0.0, "e_homo_ev": -11.78, "gap_ev": 8.360, "total_charge": 1}

No. 2
{"formula": "C24H40IN3O8", "method": "ωB97M-V/def2-TZVPD", "elements": ["N", "C", "O", "C", "C", "C", "O", "I", "O", "C", "O", "O", "C", "O", "H", "H", "H", "H", "C", "C", "C", "C", "C", "C", "N", "O", "C", "C", "C", "H", "H", "H", "H", "H", "H", "H", "H", "H", "H", "H", "H", "H", "H", "H", "H", "H", "H", "C", "C", "C", "C", "C", "C", "N", "O", "C", "C", "C", "H", "H", "H", "H", "H", "H", "H", "H", "H", "H", "H", "H", "H", "H", "H", "H", "H", "H"], "positions_angstrom": [[0.525511, 6.379240, 7.026003], [0.284406, 6.930122, 5.967309], [0.342190, 7.329217, 4.604960], [-0.674126, 6.610444, 3.806477], [-0.156932, 5.370470, 2.932595], [0.065107, 4.000795, 3.734944], [0.794640, 3.121827, 3.172626], [-0.787164, 3.464816, 5.658120], [-0.964773, 7.640597, 2.791814], [-1.666417, 8.623198, 3.615688], [-1.383700, 9.816103, 3.832259], [-2.769891, 7.866713, 4.184819], [-2.189189, 6.559844, 4.423978], [-2.849660, 5.695809, 3.456206], [0.886349, 5.672995, 2.521114], [-0.803808, 5.189629, 1.994135], [-2.319012, 6.179880, 5.494902], [-3.596260, 5.213545, 3.886030], [-2.021183, -2.196233, -0.882976], [-2.896289, -1.021431, -0.363517], [-2.769566, 0.228058, -1.273320], [-1.529603, 1.077802, -1.038641], [-1.374330, 1.400604, 0.441600], [-1.358687, 0.129285, 1.314607], [-2.546728, -0.752896, 1.066472], [-3.627246, -0.157564, 1.652352], [-0.033587, -0.626183, 1.043533], [-1.237986, 0.540198, 2.804721], [-4.349048, -1.546224, -0.565495], [-1.137140, -2.394668, -0.279967], [-2.567465, -3.145259, -0.865102], [-1.687157, -2.029720, -1.910709], [-3.641998, 0.876063, -1.119293], [-2.804380, -0.068626, -2.327175], [-0.641792, 0.568988, -1.426558], [-1.614479, 2.010014, -1.605995], [-0.451246, 1.972564, 0.589234], [-2.192291, 2.063244, 0.750810], [0.005571, -1.567855, 1.601144], [0.826723, -0.027733, 1.361231], [0.139151, -0.842984, -0.011346], [-2.045721, 1.204332, 3.125578], [-0.306144, 1.083262, 2.985022], [-1.235385, -0.340386, 3.456526], [-4.562866, -2.394393, 0.092011], [-4.492031, -1.882583, -1.596882], [-5.103344, -0.775568, -0.382193], [4.673872, -2.906131, -2.672380], [3.279650, -2.737915, -2.003818], [2.957589, -3.919848, -1.052700], [2.451605, -5.181975, -1.734728], [1.308143, -4.854293, -2.685619], [1.700544, -3.776286, -3.716712], [2.250655, -2.538159, -3.072307], [1.200858, -1.867673, -2.515157], [2.723529, -4.397708, -4.699886], [0.476884, -3.469859, -4.619412], [3.476612, -1.495938, -1.084251], [4.633886, -3.165516, -3.728527], [5.244329, -1.971850, -2.654252], [5.275907, -3.667675, -2.169292], [2.187281, -3.606443, -0.336307], [3.837828, -4.168351, -0.450052], [3.269948, -5.683863, -2.259982], [2.101313, -5.889713, -0.977010], [0.993375, -5.770652, -3.197213], [0.441306, -4.522506, -2.101125], [3.076535, -3.656193, -5.423879], [2.267869, -5.213328, -5.270665], [3.590709, -4.838852, -4.208153], [-0.395984, -3.141496, -4.048675], [0.164969, -4.363543, -5.169039], [0.717294, -2.697672, -5.358118], [3.641479, -0.586605, -1.670238], [4.348201, -1.635681, -0.437723], [2.622787, -1.323630, -0.422430]], "atomic_forces_ev_per_a": [[-1.69, 3.41, -5.47], [2.43, -2.45, 1.72], [-1.39, -2.33, 3.77], [-1.60, 1.32, -2.50], [0.87, 0.33, 0.79], [3.14, -3.02, -3.56], [-3.36, 4.17, 2.71], [0.17, 0.34, -0.87], [-0.02, 1.23, 2.63], [0.02, 2.38, 0.41], [-1.57, -5.85, -1.50], [3.60, 0.91, 0.42], [-0.74, -1.58, -1.46], [0.04, -0.07, 1.94], [-1.67, -0.57, 0.89], [0.69, 0.29, 1.92], [0.26, 0.93, -1.50], [0.88, 0.62, -0.36], [0.43, -0.23, 0.06], [-0.13, -1.53, -1.49], [0.03, 0.43, 0.25], [0.12, -0.05, -0.06], [-0.29, 0.00, -0.22], [2.00, 0.07, 0.73], [-3.05, 3.22, 0.50], [1.99, -1.58, -0.66], [0.05, -0.22, -0.34], [-0.67, -0.08, -0.02], [-0.09, 0.48, 0.76], [0.00, 0.23, -0.07], [-0.14, 0.23, -0.02], [-0.01, 0.03, 0.09], [-0.01, -0.19, 0.18], [-0.07, -0.24, 0.21], [0.01, -0.01, 0.08], [0.00, -0.08, 0.00], [-0.01, -0.25, 0.21], [-0.07, -0.20, 0.09], [-0.09, 0.08, -0.06], [-0.29, 0.09, 0.09], [-0.07, -0.06, 0.05], [-0.06, -0.22, -0.12], [-0.07, -0.21, -0.33], [-0.10, 0.07, -0.13], [0.10, 0.12, -0.02], [0.36, 0.05, 0.07], [0.19, -0.07, 0.13], [0.18, -0.14, -0.43], [2.06, 0.33, 0.52], [-0.48, -0.15, -0.03], [0.07, -0.06, -0.03], [0.07, 0.14, 0.34], [-0.06, -1.19, -1.76], [-3.36, 0.52, 2.87], [1.97, -0.75, -1.45], [0.36, -0.01, 0.07], [-0.10, 0.54, 0.48], [-0.86, 0.11, -0.27], [-0.14, -0.12, 0.12], [-0.18, -0.07, 0.18], [-0.08, 0.06, 0.01], [0.02, 0.18, -0.17], [0.02, 0.28, -0.16], [-0.05, 0.03, -0.06], [0.06, 0.05, -0.03], [0.04, 0.24, -0.19], [0.08, 0.18, -0.09], [-0.04, -0.03, 0.14], [-0.17, 0.19, 0.17], [-0.03, 0.12, 0.00], [0.24, 0.09, 0.03], [0.31, -0.01, 0.17], [0.00, -0.05, 0.16], [-0.06, -0.15, -0.01], [-0.01, -0.25, -0.26], [0.01, -0.04, -0.22]], "e_tot_ev": -54479.317, "fmax_ha_per_bohr": 0.1296, "e_homo_ev": [-8.80, -9.43], "gap_ev": [8.401, 9.034], "spin_multiplicity": 3, "total_charge": 0}

No. 3
{"formula": "C24H40N2Se2Si2SnTe", "method": "ωB97M-V/def2-TZVPD", "elements": ["Sn", "C", "Se", "C", "C", "Se", "C", "H", "H", "H", "H", "H", "H", "H", "H", "H", "H", "C", "C", "N", "C", "C", "C", "C", "C", "C", "C", "C", "C", "N", "C", "H", "H", "H", "H", "H", "H", "H", "H", "C", "Si", "C", "C", "C", "Te", "C", "Si", "C", "C", "C", "H", "H", "H", "H", "H", "H", "H", "H", "H", "H", "H", "H", "H", "H", "H", "H", "H", "H", "H", "H", "H", "H"], "positions_angstrom": [[-0.084739, -1.346244, -1.551303], [5.284721, -3.043286, -1.777771], [4.052010, -1.805998, -0.921475], [3.839718, -2.806730, 0.739848], [2.890529, -3.970251, 0.577105], [1.016007, -3.498807, 0.295977], [0.392473, -3.421543, 2.135951], [6.248470, -3.003203, -1.277670], [5.396573, -2.721446, -2.810091], [4.889848, -4.056313, -1.769162], [3.523467, -2.113888, 1.521281], [4.829694, -3.176769, 1.010949], [2.869469, -4.638420, 1.440139], [3.161687, -4.563328, -0.296109], [0.589156, -4.380674, 2.609329], [-0.681069, -3.245622, 2.105965], [0.879957, -2.617545, 2.681608], [-2.997183, 2.117323, -2.242566], [-1.890764, 1.266815, -2.196838], [-1.953725, 0.042398, -1.700107], [-3.133560, -0.412506, -1.223930], [-4.291082, 0.371913, -1.210748], [-4.194762, 1.673943, -1.735212], [-5.513824, -0.187308, -0.709766], [-5.568718, -1.478321, -0.315560], [-4.408136, -2.320305, -0.379350], [-4.450262, -3.698538, -0.094822], [-3.316191, -4.451605, -0.252539], [-2.129383, -3.823953, -0.637890], [-2.041791, -2.520867, -0.863436], [-3.181833, -1.781428, -0.782455], [-2.896150, 3.103383, -2.669033], [-0.932486, 1.591937, -2.582652], [-5.068283, 2.311925, -1.744932], [-6.393050, 0.439175, -0.677674], [-6.495259, -1.907418, 0.036719], [-5.381437, -4.152654, 0.215189], [-3.316354, -5.517012, -0.084694], [-1.225160, -4.404708, -0.760539], [-1.725012, 3.025558, 1.141959], [-1.220559, 1.671608, 2.334643], [-1.476186, 2.220713, 4.098645], [-2.136153, 0.058714, 2.007977], [0.631473, 1.304473, 2.135529], [1.416657, 0.642482, 0.269220], [1.392597, 2.480653, -0.822400], [3.155171, 3.083646, -1.272138], [3.838547, 1.842682, -2.491296], [2.951641, 4.770150, -2.044212], [4.170910, 3.134083, 0.294037], [-2.799682, 3.196207, 1.199621], [-1.481045, 2.795605, 0.104908], [-1.238292, 3.965982, 1.399317], [-2.524215, 2.440369, 4.296769], [-0.908774, 3.124199, 4.317492], [-1.164386, 1.451359, 4.804142], [-3.178845, 0.226009, 1.743798], [-2.123488, -0.568162, 2.899018], [-1.670909, -0.510226, 1.194806], [0.927624, 0.519903, 2.834804], [1.256528, 2.169630, 2.364369], [0.860123, 3.168917, -0.167617], [0.797878, 2.351444, -1.723892], [3.362014, 1.937547, -3.467443], [3.704040, 0.816844, -2.146952], [4.908245, 1.989605, -2.635215], [2.347661, 4.726925, -2.950342], [3.922801, 5.178738, -2.320318], [2.485889, 5.476491, -1.358621], [4.381206, 2.135002, 0.680409], [3.686200, 3.712240, 1.080955], [5.131731, 3.608489, 0.096311]], "atomic_forces_ev_per_a": [[0.17, -0.08, -0.25], [-0.01, -0.03, -0.04], [-0.06, 0.07, 0.04], [0.05, 0.09, -0.01], [0.04, -0.06, -0.02], [-0.04, -0.10, 0.06], [0.05, 0.05, 0.05], [-0.02, 0.00, 0.01], [0.00, 0.03, 0.01], [-0.01, 0.01, 0.00], [-0.01, 0.00, -0.08], [-0.02, 0.01, 0.03], [0.05, 0.04, 0.03], [-0.09, -0.03, 0.05], [-0.01, 0.03, -0.01], [0.00, 0.01, -0.01], [0.01, -0.01, -0.01], [-0.05, -0.09, 0.05], [-0.08, 0.05, -0.07], [0.00, 0.21, 0.16], [0.04, -0.19, 0.06], [0.05, -0.03, -0.03], [0.10, 0.00, 0.00], [0.06, -0.13, 0.04], [0.05, 0.16, -0.04], [0.11, -0.03, -0.03], [0.05, 0.06, -0.01], [-0.01, 0.06, 0.00], [0.05, -0.10, 0.03], [-0.15, 0.23, 0.05], [-0.06, 0.09, -0.13], [0.01, 0.05, -0.01], [-0.02, -0.03, -0.03], [-0.04, 0.02, -0.01], [-0.07, 0.03, -0.01], [-0.06, -0.03, 0.01], [-0.04, -0.03, 0.02], [-0.01, -0.06, 0.01], [-0.03, 0.01, 0.00], [0.04, -0.18, 0.05], [-0.03, 0.06, 0.04], [0.05, -0.06, -0.16], [0.19, 0.05, -0.09], [-0.15, 0.02, -0.02], [0.08, -0.37, -0.09], [0.04, -0.01, 0.14], [0.05, 0.03, 0.00], [-0.08, 0.07, 0.04], [0.00, -0.15, 0.08], [-0.08, -0.05, -0.08], [-0.10, 0.01, 0.01], [0.01, -0.04, -0.05], [0.06, 0.07, 0.03], [-0.11, 0.01, -0.01], [0.05, 0.07, 0.01], [0.03, -0.06, 0.05], [-0.13, 0.04, -0.02], [0.03, -0.05, 0.08], [-0.01, 0.04, 0.04], [0.03, -0.03, 0.02], [-0.01, 0.06, 0.04], [-0.01, 0.12, -0.01], [-0.04, -0.03, -0.03], [-0.04, 0.02, -0.06], [0.01, -0.07, 0.05], [0.08, 0.03, -0.01], [-0.04, -0.01, -0.05], [0.09, 0.02, -0.03], [-0.04, 0.05, 0.06], [-0.01, -0.03, 0.00], [-0.05, 0.05, 0.05], [0.07, 0.03, -0.03]], "e_tot_ev": -188079.129, "fmax_ha_per_bohr": 0.0076, "de_lowest_kcal_mol": 0.0, "e_homo_ev": -13.26, "gap_ev": 6.729, "total_charge": 2}